Record 1
76
Properties=species:S:1:pos:R:3:forces:R:3:lowdin_charge:R:1 method="wB97M-V/def2-TZVPD" e_homo_ev=-7.681 lumo_energy_ha=-0.00971 relative_energy_ev=0.000 mol_weight_da=726.70
Au -0.64527 -0.26924 -0.95549 -0.02 -0.03 0.00 1.058
S -1.19150 2.85210 -0.00678 0.01 -0.01 -0.02 0.568
O -2.30702 2.06132 0.44336 0.00 0.00 0.00 -0.337
O -1.46087 4.05975 -0.74420 -0.01 0.00 0.00 -0.306
N 1.52624 -0.98497 1.74988 0.01 0.00 0.01 0.142
N 3.17582 0.43673 2.45731 0.04 0.01 0.01 -0.099
N 1.30067 0.04704 -1.97392 0.00 0.00 0.00 -0.014
N -0.20200 1.86171 -0.80189 0.00 0.01 0.03 -0.247
C 0.46247 5.03265 2.95505 0.01 -0.01 0.01 -0.074
C -0.19390 4.67098 1.78643 0.01 0.00 -0.01 -0.058
C 2.59672 3.95482 -2.14560 0.00 0.00 0.00 -0.066
C 3.13872 -0.66644 -3.31112 0.00 0.01 0.00 -0.052
C 1.01750 4.05572 3.76902 0.00 0.02 -0.01 -0.077
C -2.07400 -0.68179 2.21348 0.01 -0.01 -0.01 -0.045
C -1.43421 -2.91464 2.79876 0.01 0.00 0.00 -0.049
C -1.78356 -0.25970 3.50219 0.01 0.00 0.00 -0.068
C 4.12803 -0.06230 0.21883 -0.01 0.00 0.02 -0.063
C 5.45850 0.62540 3.45061 -0.02 -0.01 -0.02 -0.073
C -1.62789 -3.75888 -0.00276 -0.01 -0.01 0.00 -0.051
C 2.21573 -1.09762 4.11526 0.00 0.00 0.00 -0.010
C -3.86324 -2.73635 0.51812 -0.01 0.01 -0.01 -0.035
C -1.15152 -2.49442 4.09245 0.00 0.00 0.00 -0.103
C 2.90327 1.66783 -2.77455 0.00 0.01 0.00 -0.173
C -2.01585 -1.53342 -0.65004 0.02 0.01 0.01 -0.163
C 3.99809 1.06308 3.47598 -0.02 0.00 0.01 -0.242
C -0.28223 3.33064 1.44429 -0.01 0.04 0.00 -0.270
C -1.89874 -2.01359 1.84479 -0.01 0.02 -0.02 -0.210
C 1.73010 1.33437 -2.06758 0.01 0.00 0.00 -0.179
C -1.32433 -1.16522 4.44831 -0.01 0.00 0.00 -0.099
C 3.59298 0.61692 -3.41701 0.00 -0.01 0.00 -0.016
C 1.97718 -0.91229 -2.56060 -0.02 0.01 0.00 -0.130
C 1.40713 3.63531 -1.46202 0.00 0.01 0.00 -0.012
C 0.92688 2.71589 3.41193 0.00 -0.02 0.00 -0.074
C 3.33085 0.90336 1.08620 0.01 0.01 0.00 -0.209
C 0.28131 2.34472 2.24304 0.00 -0.02 0.00 -0.066
C 2.27170 -0.55729 2.70551 0.00 -0.01 -0.01 -0.453
C -2.34742 -2.47090 0.46494 0.00 0.00 0.00 -0.589
C 3.33613 3.01291 -2.80233 -0.01 0.00 0.00 -0.050
C 0.94045 2.33585 -1.41582 0.00 -0.01 0.01 -0.278
H 1.36301 1.95449 4.04580 -0.01 0.01 0.00 0.090
H 0.22145 1.30131 1.95146 -0.01 0.00 0.00 0.086
H 3.59896 -1.01186 0.14260 0.01 0.01 0.00 0.064
H 0.89466 -1.69966 2.09710 -0.02 0.00 0.00 0.023
H -2.73862 -1.68419 -1.46068 0.00 0.00 0.00 0.046
H 0.84106 4.42912 -1.00026 0.00 0.00 -0.01 0.093
H -1.10597 -0.83843 5.45750 0.00 0.00 0.00 0.103
H 5.11730 -0.24569 0.63940 0.02 0.00 0.01 0.064
H -0.54889 -3.66364 0.11050 0.00 -0.01 0.00 0.087
H 2.33804 1.04813 0.65810 -0.01 0.00 -0.01 0.082
H -4.08932 -3.45363 1.30819 0.00 0.00 0.00 0.091
H -4.40794 -1.81627 0.73313 0.00 0.00 0.00 0.093
H 4.25633 0.34722 -0.78276 0.00 0.00 -0.01 0.055
H -1.29402 -3.95766 2.54481 0.00 0.00 0.01 0.105
H 1.59642 -1.98982 4.12816 -0.01 0.00 0.00 0.064
H 5.93175 0.90124 2.50829 0.01 0.00 -0.01 0.065
H -1.92027 0.78286 3.76132 0.00 0.00 0.00 0.109
H 1.52353 4.33810 4.68381 0.00 0.00 0.00 0.103
H 1.59165 -1.91665 -2.44351 0.00 0.00 0.01 0.107
H 3.82055 1.87924 1.12691 -0.01 0.00 0.00 0.125
H 3.65205 -1.49185 -3.78349 0.00 0.00 0.00 0.106
H -0.79770 -3.21179 4.82302 0.00 0.00 0.00 0.103
H 6.01582 1.10276 4.25814 -0.01 0.01 0.00 0.074
H 3.20870 -1.35126 4.48884 0.00 0.00 0.00 0.080
H -1.85252 -3.96865 -1.05078 0.00 0.00 0.00 0.088
H 4.23883 3.27312 -3.33950 0.00 0.00 0.00 0.108
H 0.53567 6.07664 3.23064 0.00 0.00 0.00 0.104
H -4.21829 -3.13947 -0.43269 0.00 0.00 0.00 0.085
H 5.53910 -0.45687 3.56521 0.01 0.00 0.00 0.076
H 4.48992 0.84465 -3.98073 0.00 0.00 0.00 0.121
H 3.57172 0.86364 4.45723 0.00 -0.01 0.00 0.097
H -0.64092 5.41309 1.13865 -0.01 -0.01 0.00 0.112
H 3.93617 2.14675 3.33539 0.01 0.00 0.00 0.114
H 1.77027 -0.37340 4.80058 0.00 0.00 0.01 0.076
H -1.98530 -4.60808 0.58097 0.01 0.00 0.00 0.086
H -2.42702 0.04409 1.49069 0.00 0.00 0.00 0.079
H 2.91652 4.98935 -2.15570 0.00 0.00 0.00 0.107

---

Record 2
74
Properties=species:S:1:pos:R:3:forces:R:3:lowdin_charge:R:1 method="wB97M-V/def2-TZVPD" s2=2.020 multiplicity=3 e_homo_ev="-6.402 / -6.526" lumo_energy_ha="0.01798 / -0.07066" mol_weight_da=741.59
Au -0.44127 1.15208 -0.09429 -0.25 0.38 -0.11 1.107
Se 0.11503 -2.05192 -0.07949 0.25 -0.79 0.04 0.893
N 0.57253 1.89048 -1.86989 0.29 -0.13 0.05 -0.076
N -2.19627 0.84578 -1.10559 -0.25 0.06 0.51 -0.119
N 1.52053 1.41118 0.51691 0.15 0.13 -0.29 -0.114
N -2.03647 1.69618 1.33721 -0.06 -0.15 -0.36 -0.073
C 3.63103 2.39568 -0.04229 0.24 -0.23 0.00 -0.028
C -1.74567 2.34348 2.59441 0.01 0.26 0.13 -0.239
C 1.81513 3.94478 -2.02089 -0.28 0.04 -0.08 -0.033
C -3.35447 1.07498 -0.52549 0.04 -0.08 -0.72 -0.210
C 1.44853 -4.33252 -1.26089 0.08 -0.04 -0.21 -0.302
C -0.26087 2.66828 2.81741 -0.13 -0.06 0.22 -0.198
C -6.38297 1.90168 0.07411 -0.27 0.03 0.02 -0.122
C 2.86333 4.81748 -1.80699 0.41 -0.09 0.22 -0.094
C 2.03333 -5.58702 -1.21779 0.01 0.01 -0.01 -0.016
C 1.54093 2.68898 -1.44809 -0.22 -0.15 -0.74 -0.253
C 2.04513 0.71648 1.66091 0.08 -0.32 0.26 -0.246
C 0.49063 -3.92652 2.40101 -0.01 0.00 0.12 -0.092
C 1.02913 -4.49952 1.12831 0.01 -0.05 0.16 -0.305
C -5.67697 2.41738 1.14731 -0.08 -0.15 -0.21 -0.095
C 2.76663 -7.66752 -0.03819 -0.01 0.01 0.01 -0.045
C 0.55673 1.59338 3.53431 -0.01 0.00 -0.16 -0.205
C -0.32437 2.28518 -2.91919 -0.17 0.12 -0.16 -0.258
C 2.25203 2.16298 -0.27189 -0.02 -0.05 0.72 -0.230
C 4.40763 3.46858 -0.40839 -0.17 0.10 -0.02 -0.092
C 1.36283 -3.61332 -2.57059 0.04 0.16 -0.07 -0.083
C -5.87507 1.06878 -0.91079 -0.05 0.29 0.24 -0.095
C 2.13053 -6.31232 -0.03969 -0.02 0.09 -0.06 -0.260
C 0.95063 0.39618 2.67701 0.20 0.15 0.10 -0.229
C 4.04243 4.61478 -1.10809 0.12 0.28 -0.14 -0.122
C 1.62393 -5.74942 1.12261 -0.02 0.02 0.10 -0.011
C -1.92327 0.23358 -2.37329 0.08 -0.30 -0.55 -0.249
C -4.56847 0.71668 -1.15449 0.07 -0.23 -0.16 -0.025
C -1.27437 1.17788 -3.40979 0.00 0.08 0.16 -0.155
C 0.93933 -3.78422 -0.07549 -0.40 0.87 -0.01 -0.511
C -4.35487 2.25108 1.49911 0.11 0.13 0.17 -0.029
C -3.25137 1.68698 0.81591 0.31 0.04 0.77 -0.231
H -4.44037 0.09568 -2.03079 0.00 0.01 0.01 0.087
H -2.07127 1.69158 -3.95399 0.05 -0.03 -0.09 0.107
H 1.47323 2.05118 3.91881 -0.01 0.00 0.08 0.109
H 2.81623 -8.07452 0.96821 0.03 -0.07 0.04 0.074
H -6.60357 0.67118 -1.60889 0.04 -0.01 -0.06 0.104
H 1.70203 -6.30072 2.04891 -0.02 -0.05 0.13 0.114
H -2.80787 -0.20472 -2.85109 0.16 0.01 0.13 0.100
H 0.07673 0.01568 2.14491 0.02 -0.23 0.13 0.043
H -1.22367 -0.58652 -2.16529 -0.18 0.04 -0.19 0.046
H -0.58917 -3.79542 2.32511 0.00 0.06 0.08 0.077
H -6.26107 3.01228 1.84091 0.01 -0.02 0.06 0.104
H -2.27657 3.30528 2.64101 -0.06 -0.16 0.06 0.109
H 4.77173 5.41408 -1.14199 0.02 -0.01 -0.04 0.091
H 2.77843 5.77548 -2.30779 -0.02 0.00 -0.04 0.104
H 0.70673 -4.57392 3.24761 0.02 -0.07 0.03 0.077
H -2.10087 1.71478 3.42221 -0.11 0.13 0.08 0.127
H 0.52623 -3.99902 -3.15499 -0.03 0.02 -0.06 0.091
H -0.00657 1.23828 4.40061 -0.03 0.04 0.07 0.107
H 1.31843 -0.39312 3.33671 -0.01 -0.08 -0.07 0.107
H -0.22277 3.56448 3.44191 -0.03 0.05 -0.07 0.108
H -7.43587 2.14258 0.02731 -0.07 -0.05 -0.01 0.091
H 3.77573 -7.61682 -0.44489 0.06 -0.04 -0.01 0.084
H 2.27453 -3.75302 -3.14829 0.03 -0.07 -0.06 0.082
H 0.92483 -2.94372 2.58431 -0.07 0.00 0.09 0.053
H -0.74257 0.54508 -4.12319 -0.05 -0.03 -0.03 0.107
H 2.42983 -6.01322 -2.12839 0.05 -0.03 -0.15 0.123
H 2.83463 1.29888 2.14961 0.00 -0.05 0.00 0.114
H 0.25273 2.61288 -3.79309 -0.09 0.13 0.00 0.116
H 4.12073 1.64758 0.56731 0.02 0.01 0.00 0.095
H 1.20403 -2.54862 -2.41129 0.02 -0.07 -0.16 0.015
H 0.20213 2.91858 1.86271 -0.03 0.17 0.05 0.084
H -0.93547 3.13798 -2.58219 0.09 0.01 -0.06 0.121
H 2.48123 -0.22822 1.30501 0.13 0.06 0.11 0.115
H 2.19263 -8.35172 -0.66229 0.00 -0.09 -0.02 0.085
H -4.10997 2.68478 2.45781 0.04 0.01 -0.01 0.082
H 5.42963 3.44848 -0.04429 -0.01 -0.03 0.02 0.105
H 1.06413 4.30018 -2.71319 -0.05 -0.01 0.01 0.088

---

Record 3
81
Properties=species:S:1:pos:R:3:forces:R:3:lowdin_charge:R:1 method="wB97M-V/def2-TZVPD" s2=2.022 multiplicity=3 charge=+2 e_homo_ev="-13.362 / -13.362" lumo_energy_ha="-0.25156 / -0.24278" relative_energy_ev=1.130 mol_weight_da=732.48
Br 3.36134 5.50936 -2.84307 -0.03 0.04 -0.14 0.792
V 0.14715 0.80212 0.96074 -0.02 0.57 -0.22 0.799
P 0.70387 -0.21379 -1.31320 -0.36 0.07 0.14 1.003
P -2.00078 -0.60369 0.63761 0.12 0.13 -0.19 0.990
O 2.25229 2.49409 2.74363 0.04 0.04 0.08 0.127
O 1.25331 2.22095 0.75224 0.35 -0.07 0.38 -0.240
N -0.97596 -0.92626 -3.29105 -0.18 -0.05 0.09 0.153
N -3.27063 -1.07226 -1.69075 0.19 -0.01 -0.17 0.151
N -0.96181 1.80165 2.48840 -0.02 -0.03 0.18 0.029
N -1.82429 2.95685 4.09029 0.06 -0.11 0.10 0.086
N 0.85642 -0.17829 2.63789 0.21 -0.16 0.18 0.010
N -1.06709 2.03376 4.71982 -0.19 0.18 -0.14 0.190
N 1.87641 -1.13193 5.03151 -0.07 0.06 -0.05 0.146
C 2.21584 2.79683 1.58308 -0.61 -0.30 -0.60 -0.451
C 5.08187 5.08892 0.89997 0.02 -0.01 0.04 -0.037
C 2.32614 -1.56628 3.86218 0.04 -0.04 -0.07 -0.052
C 2.84364 4.12097 -0.43813 0.05 0.03 -0.03 -0.078
C 3.10693 3.73206 0.87222 0.07 0.00 0.21 -0.144
C 0.92458 -0.20620 5.01181 0.06 -0.07 0.09 -0.010
C -3.51364 0.33655 0.98918 -0.08 -0.02 -0.09 -0.228
C -2.54960 -2.03986 2.89658 0.05 -0.01 0.04 -0.074
C -2.24101 -2.27014 1.41095 -0.11 -0.05 0.10 -0.700
C 1.00088 1.29574 -2.28295 0.00 0.04 -0.02 -0.221
C -2.18013 -1.21593 -3.83289 0.24 0.01 -0.25 -0.184
C 2.33048 -1.28201 -3.31549 -0.04 -0.06 0.07 -0.075
C -0.95434 -3.07951 1.26043 0.04 -0.04 -0.13 -0.079
C -2.28414 -1.44352 -5.22987 0.05 0.02 0.11 0.005
C -1.75809 2.82381 2.77169 0.00 0.02 -0.17 -0.081
C -2.08157 -0.83779 -1.17872 -0.14 -0.06 0.14 -0.398
C -3.50139 -1.71505 -5.77090 -0.14 -0.02 0.02 -0.030
C -0.92446 -0.74728 -1.98981 0.25 -0.01 -0.12 -0.396
C 3.71204 4.99215 -1.07083 0.02 -0.07 0.20 -0.679
C 0.41819 0.28323 3.81948 -0.10 0.16 -0.08 -0.189
C 3.29141 -1.06992 -1.02288 0.04 -0.02 0.01 -0.077
C -3.34317 -1.27223 -3.02620 -0.33 -0.02 0.23 -0.186
C -0.56540 1.36288 3.72231 0.36 -0.27 0.13 -0.307
C -4.67207 -1.76707 -4.95987 0.10 0.00 -0.08 -0.030
C 1.57620 -2.84196 -1.50114 0.09 -0.01 0.08 -0.081
C -3.39514 -3.03400 0.75583 0.00 -0.01 -0.01 -0.073
C 4.83245 5.47763 -0.40933 -0.02 0.01 -0.04 -0.088
C 4.22301 4.21880 1.54940 0.00 0.03 -0.06 0.003
C 1.81901 -1.09933 2.65645 -0.06 -0.05 0.09 -0.065
C -4.60272 -1.54767 -3.61970 0.09 0.02 0.03 0.005
C 2.02391 -1.41481 -1.81420 0.09 0.00 -0.14 -0.699
H 3.11348 -2.30948 3.86987 -0.01 0.00 0.03 0.131
H 5.50254 6.15793 -0.91674 0.01 0.00 0.01 0.114
H -5.47464 -1.58200 -2.98138 -0.01 0.00 0.00 0.123
H -4.38747 -0.22328 0.65890 0.00 0.00 0.01 0.054
H -3.55170 -1.64049 3.05073 -0.01 0.01 -0.02 0.088
H -5.62308 -1.98527 -5.42622 0.00 0.00 0.00 0.121
H -1.15128 -4.11715 1.53542 0.01 0.01 0.05 0.106
H -3.59394 -1.89355 -6.83363 0.01 0.00 0.00 0.121
H -0.59336 -3.08869 0.22836 -0.09 0.00 0.05 0.058
H -3.55952 -3.94943 1.32797 -0.01 0.00 0.00 0.102
H 5.95462 5.46971 1.41230 0.00 0.01 -0.01 0.120
H 1.96603 3.76110 -0.95193 -0.01 0.00 -0.01 0.086
H 2.79451 -0.32747 -3.55954 -0.01 0.04 0.03 0.086
H 0.85619 1.06612 -3.33720 0.02 0.02 -0.03 0.059
H -0.16005 -2.71164 1.90998 0.03 0.05 -0.01 0.061
H -1.38510 -1.39450 -5.82867 0.00 0.00 0.00 0.123
H 2.37494 -3.52255 -1.80105 -0.02 -0.03 0.00 0.103
H 1.44514 -1.41447 -3.93314 -0.03 -0.01 0.00 0.072
H -3.58745 0.54193 2.05550 0.00 -0.01 0.01 0.042
H 3.54617 -0.00843 -1.06155 -0.03 0.01 -0.01 0.086
H 3.22125 -1.37739 0.02078 -0.01 0.06 -0.01 0.055
H -2.49378 -2.99595 3.42003 -0.03 -0.01 0.00 0.104
H -1.83161 -1.36751 3.37706 0.02 -0.01 -0.03 0.064
H -4.32921 -2.47345 0.75020 0.01 0.01 0.02 0.081
H 2.01159 1.66350 -2.10652 0.01 -0.03 -0.01 0.052
H 0.30029 2.08139 -1.99388 -0.01 -0.04 0.01 0.057
H 3.04734 -2.06439 -3.57110 0.00 0.00 -0.02 0.100
H 1.40911 -2.99606 -0.43212 -0.01 0.03 -0.05 0.061
H -2.27551 3.46339 2.07514 0.02 -0.02 -0.02 0.157
H -2.33886 3.64274 4.62416 0.00 0.00 0.04 0.185
H 4.13060 -1.61487 -1.45839 0.00 -0.01 0.01 0.104
H 0.67696 -3.12468 -2.04983 -0.01 0.02 0.00 0.087
H 4.40681 3.90984 2.56907 -0.01 0.00 0.00 0.127
H -3.49572 1.27847 0.43925 0.03 0.00 0.01 0.055
H -3.16606 -3.31959 -0.27009 0.01 0.00 0.01 0.082
H 0.55765 0.16500 5.96061 -0.01 0.01 -0.01 0.139
H 2.17318 -1.47041 1.70494 0.00 0.00 0.04 0.096